95
Properties=species:S:1:pos:R:3:forces:R:3 method="wB97M-V/def2-TZVPD" charge=+3 lumo_ev="-10.304 / -10.343" max_force_ha_per_bohr=0.0134 homo_ev="-15.8 / -15.8" gap_ev="5.517 / 5.478" energy_ha=-2989.831804
Os -0.5559 -0.3412 0.6479 -0.246 0.383 -0.003
C 0.9446 1.1724 4.5488 -0.036 0.053 0.030
C 0.8174 0.4135 3.3798 0.034 0.032 -0.024
N -0.0793 0.6707 2.4442 0.021 -0.123 0.050
C -0.9905 1.6579 2.6854 0.080 0.006 -0.005
C -0.8925 2.5162 3.7872 -0.025 0.054 0.078
C 0.1180 2.2493 4.7364 0.058 -0.029 0.010
C -1.8125 3.5898 3.8949 -0.018 -0.032 -0.057
C -2.7711 3.7734 2.9333 0.035 -0.031 0.045
C -2.9100 2.8630 1.8698 -0.001 0.151 -0.038
C -2.0657 1.7778 1.7728 -0.009 0.238 -0.021
N -2.0823 0.7476 0.8113 0.544 -0.363 -0.220
C -3.2469 0.3263 0.1345 -0.094 -0.029 -0.042
C -4.5319 0.7914 0.3200 -0.108 0.019 0.005
C -5.5999 0.2522 -0.4184 -0.004 0.007 -0.009
C -5.3992 -0.7876 -1.2841 0.028 0.020 0.017
C -4.1100 -1.3623 -1.4197 -0.027 0.020 0.023
C -3.8693 -2.5457 -2.1477 -0.006 -0.038 -0.052
C -2.6321 -3.1279 -2.0859 -0.013 -0.028 0.002
C -1.6197 -2.4957 -1.3579 -0.049 0.144 -0.040
N -1.7817 -1.3284 -0.7530 0.010 -0.126 -0.084
C -3.0363 -0.7873 -0.7257 0.031 -0.032 0.017
H 1.7111 0.9155 5.2656 -0.007 0.004 0.005
H 1.4987 -0.4056 3.1854 0.014 0.005 -0.012
H 0.2186 2.8866 5.6064 0.005 -0.016 0.002
H -1.7348 4.2687 4.7349 -0.005 -0.001 -0.011
H -3.4449 4.6171 2.9883 0.012 0.005 0.007
H -3.6472 3.0786 1.1094 0.067 -0.032 0.045
H -4.7635 1.5480 1.0531 0.018 -0.082 -0.035
H -6.5914 0.6566 -0.2700 -0.001 -0.012 -0.010
H -6.2275 -1.2147 -1.8351 0.002 0.001 0.001
H -4.6750 -3.0024 -2.7094 0.012 -0.006 0.010
H -2.4244 -4.0676 -2.5772 -0.001 0.006 -0.009
H -0.6437 -2.9493 -1.2548 -0.021 -0.062 -0.025
I -4.3101 -3.0640 4.8302 -0.009 -0.002 0.009
C -2.7464 -2.7172 3.5429 0.013 -0.039 0.011
C -1.6177 -3.4859 3.3487 -0.074 0.005 -0.066
N -0.8692 -2.8669 2.4188 0.089 -0.113 -0.205
N -1.4627 -1.7463 1.9788 0.125 0.035 0.043
C -2.6032 -1.6413 2.6625 0.054 0.014 0.061
H -1.3132 -4.4222 3.7880 -0.003 0.021 0.013
H -0.0478 -3.1898 1.9234 -0.147 0.105 0.101
H -3.2761 -0.8140 2.5112 0.017 -0.001 0.038
O 0.9099 -1.9205 0.5800 -0.210 -0.178 -0.043
S 2.4497 -2.0607 0.8091 0.010 0.088 0.049
C 3.0385 -2.7920 -0.7543 0.057 -0.037 0.075
C 3.6884 -4.1278 -0.4130 0.005 -0.005 0.051
C 2.8563 -4.7289 0.7158 0.071 -0.012 0.017
C 2.7048 -3.6040 1.7321 -0.140 0.002 0.151
H 3.6842 -2.0777 -1.2633 -0.037 -0.024 0.007
H 2.1191 -2.9108 -1.3287 0.100 -0.033 0.050
H 4.7193 -3.9789 -0.0874 0.000 -0.016 0.006
H 3.7179 -4.7619 -1.2982 -0.015 -0.003 0.007
H 3.3457 -5.5870 1.1740 -0.024 -0.016 0.000
H 1.8795 -5.0568 0.3538 0.000 0.011 -0.030
H 3.6323 -3.4224 2.2819 0.024 -0.046 -0.034
H 1.9119 -3.7267 2.4788 0.135 0.095 -0.136
C 0.4802 3.1917 -3.0694 0.023 -0.029 0.049
C -0.1437 2.4741 -1.8614 -0.059 -0.013 -0.061
C -0.5227 3.5319 -0.8200 -0.025 -0.017 -0.067
C -1.3829 1.7623 -2.4211 0.051 -0.011 0.008
P 0.9281 1.1379 -1.0507 -0.035 0.060 0.039
C 1.5208 0.1649 -2.4768 0.043 -0.098 0.086
C 1.0786 -1.1346 -2.6846 -0.163 0.101 -0.100
C 1.4959 -1.8835 -3.7768 -0.023 0.053 -0.022
C 2.3871 -1.3356 -4.6844 0.001 -0.013 0.014
C 2.8523 -0.0402 -4.4882 0.015 -0.007 0.003
C 2.4274 0.7014 -3.3989 -0.009 0.034 -0.042
C 2.5287 1.9084 -0.3340 0.081 0.000 0.073
C 2.3370 2.1170 1.1699 -0.021 -0.086 -0.012
C 2.9760 3.2560 -0.9256 -0.053 -0.045 -0.025
C 3.7053 0.9324 -0.5248 -0.118 -0.015 -0.063
H -0.2773 3.8892 -3.4344 0.010 0.016 0.001
H 0.7003 2.5126 -3.8894 0.012 -0.024 -0.004
H 1.3602 3.7803 -2.8348 0.041 -0.021 0.032
H -1.3474 4.1348 -1.2076 0.006 -0.014 0.004
H 0.3005 4.2124 -0.6168 0.012 0.010 -0.002
H -0.8348 3.1041 0.1260 -0.078 -0.097 0.142
H -2.0412 2.5099 -2.8679 0.014 0.004 -0.011
H -1.9532 1.2299 -1.6700 -0.020 0.018 0.082
H -1.1066 1.0562 -3.2071 -0.003 -0.012 0.017
H 0.3893 -1.5601 -1.9795 0.021 0.047 0.026
H 1.1215 -2.8897 -3.9210 0.000 -0.007 -0.014
H 2.7192 -1.9081 -5.5402 -0.007 0.009 -0.001
H 3.5485 0.3976 -5.1912 -0.002 -0.004 0.001
H 2.8072 1.7051 -3.2866 -0.009 0.022 0.019
H 1.4461 2.7035 1.4053 -0.030 -0.013 0.017
H 3.2020 2.6509 1.5661 0.002 0.020 -0.013
H 2.2849 1.1556 1.6788 0.016 0.076 -0.046
H 2.2785 4.0681 -0.7402 -0.026 -0.006 -0.001
H 3.2020 3.2195 -1.9874 -0.027 -0.032 -0.018
H 3.9081 3.5175 -0.4201 0.004 0.010 -0.004
H 3.4178 -0.1049 -0.3713 0.029 0.090 0.058
H 4.4837 1.1801 0.1988 -0.001 0.008 0.010
H 4.1421 0.9984 -1.5185 -0.011 0.030 0.000

48
Properties=species:S:1:pos:R:3:forces:R:3 method="wB97M-V/def2-TZVPD" charge=+2 lumo_ev=-8.896 max_force_ha_per_bohr=0.0030 homo_ev=-14.2 gap_ev=5.292 energy_ha=-2309.364187
Pd 1.7806 -0.1613 0.5428 0.032 -0.006 -0.026
I 1.5052 -0.5632 3.1165 0.029 -0.019 0.023
C 0.1195 -2.0860 2.7492 0.030 0.025 -0.047
C -0.5640 -2.7075 3.7460 -0.025 -0.026 -0.005
C -1.4037 -3.7918 3.3970 0.014 0.028 0.050
C -1.4968 -4.2145 2.1033 -0.010 -0.024 -0.047
C -0.7766 -3.5755 1.0622 0.000 -0.001 -0.008
C -0.8282 -4.0071 -0.2858 -0.019 -0.015 0.023
C -0.1041 -3.3809 -1.2574 0.020 0.015 -0.018
C 0.7011 -2.2533 -0.9453 -0.003 -0.017 0.004
C 0.7133 -1.8323 0.3393 -0.004 0.073 -0.005
C 0.0362 -2.4629 1.3985 -0.003 0.002 0.023
H -0.4703 -2.4041 4.7801 -0.003 -0.004 0.003
H -1.9603 -4.2934 4.1762 0.003 0.005 0.006
H -2.1283 -5.0570 1.8521 0.002 0.001 -0.004
H -1.4474 -4.8587 -0.5364 -0.001 -0.001 0.005
H -0.1355 -3.7284 -2.2809 0.004 0.005 -0.002
H 1.2746 -1.7632 -1.7239 0.000 -0.009 -0.009
Cl 4.1601 -1.3269 0.5168 -0.018 -0.018 0.046
C 4.8109 -1.5146 -1.1471 -0.018 0.025 -0.088
Cl 3.8517 -0.6030 -2.3044 0.006 -0.017 0.016
H 4.7684 -2.5690 -1.3904 0.005 -0.004 0.014
H 5.8244 -1.1322 -1.1357 0.000 0.000 0.018
C -4.0968 3.9452 0.2929 -0.002 0.002 0.001
C -4.1593 3.0038 1.3092 -0.002 0.008 -0.008
C -3.0945 2.1430 1.5163 0.006 -0.017 0.009
C -1.9630 2.2177 0.7033 0.006 0.021 -0.023
C -1.9064 3.1711 -0.3172 0.012 -0.021 0.013
C -2.9690 4.0300 -0.5182 -0.012 -0.001 0.006
C -0.8734 1.2734 0.9715 -0.008 -0.002 -0.020
C 0.2313 1.1465 0.2666 0.029 -0.004 -0.013
C 0.9614 1.4870 -0.9096 -0.119 -0.072 0.064
C 0.5483 0.9711 -2.1679 0.042 0.024 0.020
C 1.1605 1.4124 -3.3179 0.036 -0.020 0.013
C 2.2171 2.3234 -3.2332 -0.017 -0.014 0.007
C 2.6715 2.8060 -2.0052 0.003 0.005 -0.018
C 2.0466 2.4046 -0.8466 -0.003 0.026 -0.001
H -4.9263 4.6204 0.1320 0.000 0.000 -0.001
H -5.0346 2.9430 1.9409 0.002 -0.004 0.003
H -3.1380 1.4087 2.3118 -0.005 0.003 0.002
H -1.0301 3.2520 -0.9483 -0.005 0.014 -0.008
H -2.9243 4.7716 -1.3038 0.005 -0.001 -0.001
H -1.0126 0.6251 1.8301 -0.016 0.014 0.007
H -0.2797 0.2741 -2.1972 -0.004 0.006 -0.011
H 0.8269 1.0588 -4.2839 0.003 0.007 -0.004
H 2.6925 2.6649 -4.1442 0.005 0.002 0.004
H 3.4889 3.5125 -1.9676 0.001 0.000 -0.009
H 2.3321 2.8208 0.1131 0.001 0.002 -0.001

42
Properties=species:S:1:pos:R:3:forces:R:3 method="wB97M-V/def2-TZVPD" charge=-2 lumo_ev=5.220 max_force_ha_per_bohr=0.0193 homo_ev=0.0 gap_ev=5.257 energy_ha=-1587.225866
Pd 0.0380 -0.3169 -1.5107 0.247 -0.663 -0.699
N 4.3168 1.2299 -1.8022 0.134 -0.055 0.079
C 3.1750 0.4498 -1.5079 -0.091 -0.080 -0.153
S 2.3037 -0.1415 -2.8705 -0.158 0.049 0.237
N 2.9773 0.2605 -0.2445 0.599 0.328 0.236
N 1.7972 -0.2924 0.1864 -0.191 -0.232 0.000
C 1.9171 -1.0553 1.2130 0.214 0.139 -0.137
C 0.8498 -1.5431 2.0595 -0.274 -0.050 0.017
C 1.1964 -2.3544 3.1433 -0.029 0.027 -0.078
C 0.2667 -2.8423 4.0450 0.030 -0.123 0.164
C -1.0819 -2.5152 3.8535 0.058 0.031 -0.055
C -1.4705 -1.7217 2.8014 -0.068 -0.048 0.138
C -0.5365 -1.1589 1.8611 0.008 0.005 -0.143
O -0.9181 -0.3858 0.9431 -0.071 0.065 0.438
H 4.2111 1.6777 -2.6983 -0.006 0.010 -0.054
H 4.5274 1.8776 -1.0541 -0.031 -0.022 0.018
H 2.9341 -1.3259 1.5261 -0.009 0.090 0.055
H 2.2465 -2.6047 3.2778 0.016 0.017 -0.027
H 0.5683 -3.4635 4.8814 0.039 0.009 -0.029
H -1.8231 -2.8906 4.5551 -0.039 -0.001 -0.042
H -2.5166 -1.4710 2.6550 0.021 0.038 -0.026
C 0.4288 2.3096 1.8756 -0.021 -0.019 -0.075
C 0.3763 3.1988 0.6284 0.127 -0.128 0.255
C -0.0454 2.4740 -0.5673 -0.098 0.030 -0.227
N -0.3831 1.9505 -1.5372 -0.057 0.733 0.237
H 0.7568 2.8896 2.7417 -0.007 0.056 -0.046
H 1.1162 1.4840 1.7065 -0.018 -0.004 0.041
H -0.5480 1.8719 2.0705 0.001 -0.044 0.018
H 1.3648 3.6165 0.4236 -0.018 0.027 -0.019
H -0.3153 4.0319 0.7777 0.013 0.025 -0.050
N -2.3202 1.6868 -5.6901 0.016 -0.036 0.102
C -2.2239 1.0542 -4.7231 0.076 0.205 -0.381
C -2.1577 0.2694 -3.5559 -0.284 -0.279 0.349
C -3.1632 0.3743 -2.5807 0.167 -0.084 -0.097
C -3.0957 -0.4495 -1.4838 -0.267 0.056 -0.042
C -2.0970 -1.4458 -1.4304 0.038 0.171 -0.041
N -1.2198 -1.6902 -2.4262 -0.284 -0.509 -0.108
C -1.1196 -0.6929 -3.3539 -0.027 0.170 -0.008
H -3.9579 1.1009 -2.6973 0.005 0.025 0.006
H -3.7999 -0.3585 -0.6679 0.032 -0.042 0.023
H -2.1367 -2.1964 -0.6508 0.127 0.069 0.076
H -0.4383 -0.8915 -4.1730 0.080 0.046 0.044

27
Properties=species:S:1:pos:R:3:forces:R:3 method="wB97M-V/def2-TZVPD" charge=0 lumo_ev="-0.652 / -0.651" max_force_ha_per_bohr=0.0811 homo_ev="-6.9 / -6.9" gap_ev="6.264 / 6.265" energy_ha=-594.910909
C 3.5714 -0.1792 -0.2689 1.571 -1.105 0.113
C 2.8946 0.7677 0.4908 0.753 1.126 -0.433
C 2.9592 -1.2324 -0.9389 -1.164 0.697 -0.124
C 1.4810 0.8246 0.3835 1.496 -0.890 0.931
C 1.5942 -1.2616 -0.9588 -0.865 1.853 1.598
C 0.8970 -0.2440 -0.2777 -0.236 0.826 -0.303
C -1.1458 -2.5713 0.2153 -0.095 -0.101 0.056
C -0.3647 -2.7304 1.3056 -0.196 0.995 -0.259
C -2.6481 1.2945 -0.8830 1.085 -1.852 2.642
C -2.3066 1.7343 0.4946 0.435 1.633 -0.165
C -1.1929 1.1899 -0.4118 1.111 2.963 -2.211
C -0.5609 -0.1270 -0.3206 -2.035 -1.668 1.414
N -1.3774 -1.1368 -0.0962 2.380 1.105 -0.386
O -1.8402 -3.2530 -0.5521 0.236 -0.599 -0.339
H 4.6826 -0.3019 -0.3405 -0.973 0.948 0.587
H 3.5836 1.4974 1.0006 -1.381 -0.589 -0.295
H 3.5181 -1.9554 -1.4671 0.635 -0.645 -0.373
H 0.7872 1.4630 0.9453 0.918 0.185 -0.244
H 0.8907 -1.9348 -1.3215 -0.227 -1.841 -1.224
H -0.1923 -1.7905 1.8649 0.523 -1.232 -0.076
H -0.0966 -3.7392 1.5117 0.306 -0.324 0.906
H -3.2576 0.4284 -1.0412 0.025 -0.546 0.214
H -2.8494 1.9845 -1.5646 -0.605 3.033 -2.800
H -2.2934 2.8710 0.7410 0.078 -2.322 -0.450
H -2.5986 1.0714 1.2724 -0.211 -0.258 0.696
H -0.4622 2.0501 -0.8391 -1.927 -2.274 0.937
H -2.3159 -1.1545 -0.3861 -1.639 0.884 -0.412

9
Properties=species:S:1:pos:R:3:forces:R:3 method="wB97M-V/def2-TZVPD" charge=0 lumo_ev=-0.809 max_force_ha_per_bohr=0.0658 homo_ev=-9.2 gap_ev=8.379 energy_ha=-1062.270874
C -1.1048 0.8104 -0.0588 -1.599 0.323 0.059
C -0.9188 -0.5116 -0.1138 -0.938 0.066 0.181
C 1.4848 0.3698 0.0669 -0.120 3.347 -0.470
O 2.6254 0.5402 0.1649 0.006 -0.105 0.393
O 1.1525 -2.1601 0.5151 -0.749 0.761 -0.908
S 0.0245 2.0691 -0.0328 2.186 -1.765 0.072
S 0.6563 -1.1165 -0.4425 0.497 -2.307 0.679
H -2.1356 1.1737 -0.0158 0.157 -0.256 0.130
H -1.7844 -1.1748 -0.0832 0.560 -0.062 -0.137

15
Properties=species:S:1:pos:R:3:forces:R:3 method="wB97M-V/def2-TZVPD" charge=-1 lumo_ev=3.700 max_force_ha_per_bohr=0.1445 homo_ev=-3.1 gap_ev=6.794 energy_ha=-308.282502
C -1.5288 -0.6614 1.5415 2.205 1.313 -0.755
C -0.6025 -1.9085 1.6710 0.224 2.730 3.375
O -0.7764 -2.9358 1.1267 -2.596 -4.746 -5.097
O 0.2362 -1.8588 2.5729 2.106 2.304 2.276
H -1.9099 -0.3976 2.5060 -0.873 -0.439 0.595
H -2.2437 -0.7349 0.7332 -0.376 0.065 0.015
H -0.8622 0.2615 1.4072 -0.705 -1.223 -0.410
C 1.1275 1.1624 -0.7688 0.874 -3.655 1.169
C 0.6935 0.8709 -2.1763 0.147 0.704 -0.042
H 1.6914 1.9903 -0.6994 3.364 2.745 -0.692
H 0.5757 1.5094 0.0492 -2.856 -0.359 0.751
H 1.6922 0.2632 -0.2722 -0.826 1.597 -1.179
H 0.0180 0.0448 -2.2120 -0.374 -0.602 -0.283
H 1.6010 0.6829 -2.7382 0.166 -0.647 -0.146
H 0.2881 1.7116 -2.7409 -0.480 0.212 0.425